Record 1
ORCA calculation (ωB97M-V/def2-TZVPD) on 2 unconnected molecules or ions with the total composition C28H25N5O6Si in a non-equilibrium geometry.

## Properties
SMILES: O=[N+]([O-])c1cc([N+](=O)[O-])c2no[n+]([O-])c2c1.c1ccc([Si](c2ccccc2)(c2ccccc2)[C@@H]2CCCN2)cc1
energy above the lowest of the compared OMol25 structures with the same formula, charge and spin: 0.0 kJ/mol
orbital gap: 5.53 eV

Geometry (Å):
H1 0.174089 2.878747 -1.354509
C1 -2.434578 3.326304 -2.299864
C2 -2.502045 4.377071 -4.488864
C3 0.186060 -2.447149 -3.883036
C4 3.741561 -0.329186 4.239446
H2 1.814450 3.292592 0.489532
H3 -2.516126 3.412722 -1.210758
H4 -2.418706 -1.755638 0.167261
Si1 -1.761801 0.580118 -1.811193
H5 0.722165 -0.820375 -2.548307
H6 -0.638047 -3.987115 -5.157634
C5 -3.641023 -0.806729 1.524787
C6 -0.089457 -1.346734 -3.061077
C7 -2.140979 3.158364 -5.073669
C8 4.858152 -2.827111 3.636733
N1 6.229337 -2.860577 5.671641
H7 5.314857 -3.762660 3.333223
C9 -1.938730 2.023847 -4.279042
C10 5.261517 -2.196103 4.815691
H8 -0.490765 -1.081384 0.268989
H9 -4.662730 1.573551 -0.606138
O1 2.931327 1.952116 4.224333
C11 -2.094139 2.090508 -2.880418
H10 -2.997739 -3.260507 -4.790517
C12 1.450568 1.407854 1.457180
C13 -2.177895 -2.724118 -4.313982
O2 6.458774 -2.446941 6.821016
C14 3.899645 -2.212598 2.794826
C15 1.262072 2.356934 0.450366
O3 4.397675 -3.730288 1.113719
H11 -3.215652 -0.839407 2.533186
N2 -2.608051 -0.810814 0.481357
N3 5.292059 0.091507 5.890511
C16 3.281198 -0.981387 3.096273
C17 -2.460233 -1.615306 -3.502345
C18 -4.465984 0.485317 1.332026
C19 4.742472 -0.858773 5.096053
H12 -3.242815 1.981230 0.355210
H13 -2.008513 3.091173 -6.153203
H14 1.218701 -2.760727 -4.024606
H15 -2.662084 5.260366 -5.111282
C20 -3.908511 1.155835 0.064473
H16 0.723492 -0.484659 2.277510
H17 -2.914916 5.403989 -2.631992
C21 -0.060362 -0.078877 0.325758
N4 3.633677 1.028821 4.609567
C22 0.352819 2.116838 -0.589942
C23 -1.410524 -0.909308 -2.890943
H18 -4.371123 1.140162 2.203694
H19 2.642713 -0.472432 2.384862
C24 -2.647276 4.457239 -3.100578
H20 -3.496547 -1.299416 -3.342555
C25 -0.856371 -3.134305 -4.513881
O4 6.788152 -3.872819 5.189804
O5 2.908925 -2.184489 0.692288
C26 -0.327637 0.894821 -0.648574
H21 -4.244965 -1.727248 1.393159
H22 -5.518868 0.211306 1.206407
C27 0.711862 0.220573 1.444403
H23 2.169553 1.597920 2.246721
H24 -3.810255 -0.560890 -1.255955
C28 -3.112768 0.029978 -0.623439
H25 -1.639225 1.076826 -4.739203
O6 4.599653 1.254869 5.590258
N5 3.719918 -2.743427 1.465245

Atoms 1-3, force components in eV/Å:
H 0.053 -0.206 0.307
C -0.027 0.150 -0.385
C 0.043 -0.322 0.164

natural (NBO) atomic charge list, values in e, 5 entries: atom 1 (H): 0.208, atom 2 (C): -0.128, atom 3 (C): -0.206, atom 4 (C): -0.198, atom 5 (C): 0.019

=====

Record 2
ORCA calculation (ωB97M-V/def2-TZVPD) on 2 unconnected molecules or ions with the total composition C5H14N2O in a non-equilibrium geometry.

## Properties
energy above the lowest of the compared OMol25 structures with the same formula, charge and spin: 1025.2 kJ/mol
orbital gap: 5.50 eV

Geometry (Å):
N1 1.496225 1.375175 1.307419
H1 0.753953 2.013496 1.014621
H2 -1.363463 -0.495586 -3.008205
H3 -2.054971 -0.596525 0.216155
H4 -1.747359 -2.055706 -2.055081
C1 1.217476 0.081528 0.504235
H5 1.857726 0.046035 -0.416965
C2 -1.198654 0.158142 1.193719
O1 4.258852 -0.714981 -0.500493
C3 -0.310117 0.235057 0.005089
C4 -2.633353 0.138190 0.999674
H6 1.203584 1.233887 2.268722
H7 -3.208477 0.681400 0.253960
N2 -0.278798 -0.642188 -1.116872
H8 -0.332064 1.273891 -0.376655
H9 -3.435418 -0.195937 1.902840
H10 5.169441 -0.489489 -0.737530
H11 1.621059 -0.642303 1.248343
C5 -1.320593 -0.867105 -1.997089
H12 3.791261 -0.124532 -1.133319
H13 -1.018056 0.300430 2.283254
H14 -2.468254 -0.712878 -1.855813

Atoms 1-3, force components in eV/Å:
N -0.808 -0.512 -0.814
H 0.632 0.371 -0.142
H 1.254 0.049 -0.829

natural (NBO) atomic charge list, values in e, 5 entries: atom 1 (N): -0.819, atom 2 (H): 0.325, atom 3 (H): 0.169, atom 4 (H): 0.379, atom 5 (H): 0.160

=====

Record 3
ORCA calculation (ωB97M-V/def2-TZVPD) on 2 unconnected molecules or ions with the total composition F2H2NP in a non-equilibrium geometry.

## Properties
SMILES: [H]/N=P\F.F
energy above the lowest of the compared OMol25 structures with the same formula, charge and spin: 167.7 kJ/mol
orbital gap: 11.48 eV

Geometry (Å):
P1 -1.120703 -0.370652 0.257905
F1 2.037655 -1.180016 -0.243908
H1 0.259850 1.401612 0.151903
F2 -2.459409 0.454548 -0.402713
N1 0.122365 0.474366 0.346276
H2 1.160244 -0.779858 -0.109463

Atoms 1-3, force components in eV/Å:
P -2.725 0.334 -0.887
F -1.116 0.116 -0.024
H 0.705 2.781 -0.665

natural (NBO) atomic charge list, values in e, 5 entries: atom 1 (P): 1.449, atom 2 (F): -0.602, atom 3 (H): 0.411, atom 4 (F): -0.603, atom 5 (N): -1.202

=====

Record 4
ORCA calculation (ωB97M-V/def2-TZVPD) on C4H6N2O in the gas phase in a non-equilibrium geometry.

## Properties
SMILES: Nc1ccc(O)[nH]1
energy above the lowest of the compared OMol25 structures with the same formula, charge and spin: 142.0 kJ/mol
orbital gap: 8.05 eV

Geometry (Å):
N1 0.279831 0.179922 0.923875
H1 -1.504485 2.687496 0.647558
C1 -0.682415 1.037037 0.455055
H2 -2.057455 0.822204 -1.031494
H3 1.710036 -2.248387 -0.686540
H4 0.372558 -0.028854 1.905309
N2 1.426144 -1.787231 0.169048
H5 -0.016203 -0.796152 -2.199788
C2 -0.138200 -0.365420 -1.211306
O1 -1.204965 1.997156 1.256789
C3 -1.007213 0.724243 -0.824433
H6 2.243789 -1.515078 0.700038
C4 0.578577 -0.706936 -0.104111

Atoms 1-3, force components in eV/Å:
N 0.066 0.075 0.042
H -0.018 -0.116 0.366
C -0.051 -0.270 -0.119

natural (NBO) atomic charge list, values in e, 5 entries: atom 1 (N): -0.575, atom 2 (H): 0.495, atom 3 (C): 0.450, atom 4 (H): 0.223, atom 5 (H): 0.381

=====

Record 5
ORCA calculation (ωB97M-V/def2-TZVPD) on a gas-phase ion, C2H8NOSi (charge -1) in a non-equilibrium geometry.

## Properties
energy above the lowest of the compared OMol25 structures with the same formula, charge and spin: 385.8 kJ/mol
orbital gap: 7.44 eV
net charge: -1

Geometry (Å):
H1 -1.237853 -1.227154 -1.752989
H2 1.962286 0.990210 -0.917775
H3 -0.727664 -0.067483 2.508132
N1 -1.497224 -0.984976 -0.663021
C1 1.000756 0.585349 -1.250422
O1 -0.805775 -2.002913 0.166904
Si1 0.056980 -0.562329 0.176551
H4 -1.391398 1.026346 1.209208
C2 -0.462239 0.474679 1.605451
H5 0.442577 1.451632 -1.451673
H6 1.377909 -0.950032 0.734729
H7 0.253742 1.276328 1.777782
H8 1.027903 -0.009657 -2.142877

Atoms 1-3, force components in eV/Å:
H -0.666 0.410 3.070
H 0.254 -0.637 -0.106
H 0.121 -0.033 0.078

natural (NBO) atomic charge list, values in e, 5 entries: atom 1 (H): 0.267, atom 2 (H): 0.192, atom 3 (H): 0.221, atom 4 (N): -0.763, atom 5 (C): -1.072

=====

Record 6
ORCA calculation (ωB97M-V/def2-TZVPD) on a molecular structure, C3H3HgO2 in a non-equilibrium geometry.

## Properties
energy above the lowest of the compared OMol25 structures with the same formula, charge and spin: 0.0 kJ/mol
2S+1: 2
orbital gap (spin up / spin down): 7.45 / 5.69 eV
expectation value of S²: 0.7634

Geometry (Å):
Hg1 -3.529836 0.535614 -0.513952
C1 -0.179981 0.166732 -0.028103
C2 0.243341 1.421372 0.125364
H1 1.903790 -0.516138 -0.096555
H2 0.838584 -1.421901 1.022908
O1 -1.466582 -0.166401 0.045705
H3 0.696024 -1.662201 -0.733562
C3 0.887016 -0.908558 0.048320
O2 0.607643 2.551482 0.129878

Atoms 1-3, force components in eV/Å:
Hg -1.980 0.678 -0.665
C -2.733 -3.314 0.719
C 1.046 5.435 -0.094

natural (NBO) atomic charge list, values in e, 5 entries: atom 1 (Hg): 0.065, atom 2 (C): 0.150, atom 3 (C): 0.693, atom 4 (H): 0.224, atom 5 (H): 0.242

=====

Record 7
ORCA calculation (ωB97M-V/def2-TZVPD) on a molecular structure, C32H38N4O6PSTaTe.

## Properties
energy above the lowest of the compared OMol25 structures with the same formula, charge and spin: 0.0 kJ/mol
orbital gap: 6.62 eV

Geometry (Å):
H1 1.115547 -0.578855 -4.604207
H2 -3.023019 1.048190 -2.736649
S1 0.792133 -1.846407 2.109850
H3 -4.447645 -2.086069 -0.467067
O1 3.112892 0.161965 -1.736844
C1 -0.397003 -3.519292 5.520476
C2 3.982043 0.593821 1.388458
C3 -0.153050 -2.074259 3.583038
C4 -1.789294 -1.595656 5.293282
H4 3.395039 -0.084765 -3.740095
H5 -2.419516 -3.365952 -0.586725
C5 1.186453 4.465418 -0.260680
C6 -2.206674 1.590428 -2.254338
C7 0.927071 4.015746 1.022501
C8 0.174622 1.417702 -2.250133
N1 -0.577220 -2.522818 -2.460993
H6 -3.776381 3.737529 -2.108137
H7 -2.553929 -3.558109 1.180743
C9 1.767273 -2.529691 -3.955261
H8 -4.634764 3.416067 2.081436
N2 -1.071859 0.672851 -2.110111
P1 2.620664 -0.730336 -0.497572
O2 -3.174712 -1.042524 0.810615
H9 5.017044 1.623038 -2.850423
C10 -2.794012 2.183526 -0.998848
H10 0.175659 2.022612 -3.171933
H11 1.006637 -3.833457 3.937788
H12 5.865425 0.282596 -3.639271
H13 4.720203 -0.160666 1.105872
C11 0.924521 3.618572 -1.323607
N3 0.180411 1.916027 0.160793
H14 0.996012 0.714808 -2.325419
O3 -2.624861 0.603663 3.933275
C12 0.910539 -1.441086 -3.981011
H15 1.098680 4.633804 1.892056
C13 -1.964887 -3.108077 0.373554
H16 5.782705 0.354895 -1.873861
H17 -0.085717 -4.401968 6.064933
C14 0.422271 2.740429 1.183645
C15 0.253709 -3.557220 -2.435216
C16 -4.056153 -1.080076 -0.294819
C17 -1.207799 -0.323698 -3.199843
C18 1.439534 -3.607672 -3.152551
H18 0.180014 2.352524 2.165768
O4 2.756556 0.336887 0.681229
H19 -2.205190 -0.749495 -3.109656
C19 -1.683907 0.004865 3.456200
H20 -0.042261 -4.394981 -1.812206
Te1 3.799063 -2.711861 -0.234204
H21 -2.577861 -0.945320 5.644895
H22 -3.072989 1.511255 2.164338
H23 -4.884472 -0.407078 -0.072503
H24 2.085139 -4.470349 -3.073322
H25 1.574762 5.460316 -0.433996
H26 1.099002 3.933015 -2.343690
H27 -0.962420 -3.532357 0.400861
C20 -0.238127 -1.470208 -3.200707
N4 -2.576062 1.584449 0.165411
H28 -1.148363 0.195094 -4.171008
H29 -4.979146 4.600119 -0.102452
C21 3.956443 -0.252468 -2.819522
H30 -1.949042 2.405393 -2.946930
O5 -1.028080 0.478210 2.408203
C22 0.218040 -3.201894 4.327488
Ta1 -0.460172 -0.348156 0.683842
C23 -1.913935 -1.624126 0.578564
H31 2.923770 1.268594 3.136444
H32 4.604000 0.789635 3.432262
H33 4.336863 1.575669 1.068042
H34 3.354862 -0.444402 3.154924
C24 3.699989 0.548847 2.871174
O6 1.081904 -0.803252 -0.601222
H35 -1.906561 -2.948461 6.947005
C25 -4.313368 3.749891 -0.025219
H36 -3.541755 -0.742489 -1.201685
C26 5.232404 0.555546 -2.793627
C27 -1.414511 -2.709335 6.013646
C28 -3.247459 2.029903 1.233936
C29 -1.175428 -1.257318 4.082260
C30 -4.122412 3.102077 1.182720
C31 0.431833 2.343267 -1.086995
H37 2.675519 -2.535801 -4.543863
H38 4.167252 -1.319040 -2.716388
C32 -3.642487 3.277817 -1.136685

Atoms 1-3, force components in eV/Å:
H 0.027 0.010 0.002
H -0.012 -0.023 0.051
S 0.050 0.066 0.032

natural (NBO) atomic charge list, values in e, 5 entries: atom 1 (H): 0.211, atom 2 (H): 0.225, atom 3 (S): -0.124, atom 4 (H): 0.176, atom 5 (O): -0.862

=====

Record 8
ORCA calculation (ωB97M-V/def2-TZVPD) on a molecular structure, C2H4I2S in a non-equilibrium geometry.

## Properties
energy above the lowest of the compared OMol25 structures with the same formula, charge and spin: 0.0 kJ/mol
orbital gap: 8.87 eV

Geometry (Å):
S1 -1.564616 -0.132095 1.150157
C1 0.950496 -0.318092 0.022901
H1 1.591373 -0.090121 -0.912259
I1 -0.167562 2.576754 0.268596
H2 0.620100 -1.360081 0.177418
I2 -0.975581 0.055855 -2.197388
C2 -0.355031 0.485977 -0.093457
H3 -1.644903 -1.318537 0.712206
H4 1.545725 0.100341 0.871825

Atoms 1-3, force components in eV/Å:
S 0.259 2.769 0.398
C 0.999 1.695 -0.599
H -1.006 -0.920 1.470

natural (NBO) atomic charge list, values in e, 5 entries: atom 1 (S): 0.047, atom 2 (C): -0.707, atom 3 (H): 0.233, atom 4 (I): 0.212, atom 5 (H): 0.231